Here is a molecular structure, C36H48N7O2SSc from OMol25. Energies are from wB97M-V/def2-TZVPD.

```
95
Properties=species:S:1:pos:R:3:lowdin_charge:R:1
Sc 0.07217 0.04028 0.42612 0.976
S -0.87971 -2.76416 -1.30480 0.700
O -1.85644 -0.00913 0.21916 -0.211
O 4.28890 -0.92515 -0.71791 0.068
N 2.04818 -0.55876 -0.02322 0.028
N 0.15147 -4.71617 -2.74477 -0.022
N -0.00948 0.41252 -1.84322 0.019
N 1.66203 -3.44346 -1.49619 0.023
N -1.02172 0.47986 -3.78082 0.133
N 0.52384 -0.11864 2.57216 0.029
N -0.08177 2.18476 1.19117 0.008
C -0.62675 3.30900 0.51807 -0.152
C -2.41898 1.06494 -1.83196 -0.085
C 2.50183 3.86898 -0.24304 -0.040
C 1.68377 3.11907 -2.50012 -0.069
C 0.75673 -6.04428 -2.64898 -0.243
C 0.89030 0.07120 -2.82744 -0.149
C -2.65883 3.64599 2.18219 -0.356
C -2.43124 4.78197 3.18745 -0.062
C -3.32457 1.84718 -2.55162 -0.039
C 0.79390 -2.49997 3.30135 -0.543
C 0.38988 2.28324 2.39612 -0.088
C -0.50260 4.74748 -1.40845 -0.032
C 0.38099 -6.87070 -3.86605 -0.086
C 2.21381 -3.07194 3.19210 -0.032
C 0.77203 1.13288 3.11454 -0.321
C 0.06963 -3.14650 4.48656 -0.043
C 1.27622 1.00981 4.40992 -0.024
C 0.04513 3.72963 -0.64586 -0.138
C -3.97305 1.02674 0.00808 -0.013
C -1.82551 3.91182 0.92585 -0.116
C -2.72146 0.67050 -0.51355 -0.326
C -2.56950 2.30786 2.91924 -0.061
C 0.88397 -1.00903 3.51245 -0.254
C 1.39418 3.13274 -1.00195 -0.378
C 0.03744 -2.80493 2.01449 -0.092
C 0.39847 -3.68889 -1.88386 -0.826
C -1.16189 0.65778 -2.44830 -0.279
C -2.33557 4.92807 0.11198 -0.049
C -1.69995 5.34157 -1.03845 -0.070
C -4.86029 1.78638 -0.72634 -0.078
C 0.27638 0.10214 -4.03522 -0.067
C 3.17686 -0.73295 -0.35773 -0.515
C 3.91502 -4.47694 -1.55765 -0.077
C 1.35327 -0.35459 4.66315 -0.032
C 2.87359 -3.64708 -2.28897 -0.236
C -4.53841 2.21747 -2.01000 -0.095
H -0.09871 -3.88030 1.88207 0.096
H 0.68298 -6.36390 -4.78247 0.077
H 1.83574 -5.96228 -2.57459 0.082
H 2.74225 -2.62345 2.34840 0.081
H 4.82993 -4.53483 -2.14735 0.079
H 0.60778 -2.97822 5.41928 0.077
H 0.41154 -6.53967 -1.73346 0.125
H 1.54138 1.82133 5.06833 0.105
H -1.76148 2.29520 3.65057 0.071
H -3.69203 3.73292 1.82955 0.125
H 0.46979 3.26054 2.87674 0.147
H -0.93521 -2.73705 4.59727 0.091
H 3.48096 3.46120 -0.49826 0.083
H 0.00286 5.08046 -2.30470 0.106
H 1.69617 -0.82791 5.56812 0.101
H 0.63131 -0.10750 -5.02701 0.115
H -1.77435 0.52328 -4.44516 0.158
H -3.05388 2.19697 -3.54168 0.109
H 2.49440 4.93092 -0.49552 0.087
H -3.08662 4.65971 4.05155 0.081
H 2.36817 3.77811 0.83557 0.073
H 4.16291 -4.01003 -0.60558 0.073
H 0.86787 2.65849 -3.05904 0.065
H -2.13261 6.12379 -1.64804 0.102
H -4.22629 0.68493 1.00123 0.116
H 3.29233 -2.66194 -2.51186 0.106
H -5.81519 2.05397 -0.29170 0.105
H -3.27226 5.39336 0.39903 0.116
H 2.59342 -4.08745 -3.24412 0.111
H 1.84202 4.12508 -2.89188 0.077
H -3.49739 2.16363 3.47801 0.088
H 2.59359 2.54955 -2.69520 0.084
H 2.78759 -2.86862 4.09694 0.084
H 2.17601 -4.15344 3.04292 0.085
H -2.43299 1.45566 2.26169 0.053
H -2.62078 5.76019 2.74623 0.074
H 3.56030 -5.49000 -1.36272 0.064
H -0.83212 -4.74679 -2.97267 0.099
H 1.91193 -0.16783 -2.59325 0.101
H -0.01181 -4.22445 4.33307 0.084
H 1.41027 2.09169 -0.66200 0.078
H -5.22276 2.83621 -2.57293 0.098
H 0.60882 -2.46601 1.14532 0.007
H -0.69565 -7.04121 -3.90886 0.074
H 0.87041 -7.84288 -3.83042 0.075
H 1.71051 -2.67852 -0.83182 0.063
H -1.39978 4.77182 3.54658 0.076
H -0.95359 -2.34339 1.99817 0.086
```

- Net charge: 0
- Energy above the lowest of the compared OMol25 structures with the same formula, charge and spin: 15.0 kcal per mole
- Multiplicity: 1
- Orbital gap: 7.8662 eV
- Highest occupied orbital energy: -7.4 eV
- E_LUMO: 0.475 eV


Here is 6 unconnected molecules or ions with the total composition C34H74N4O5 in a non-equilibrium geometry from OMol25. Energies are from wB97M-V/def2-TZVPD.

```
117
Properties=species:S:1:pos:R:3:lowdin_charge:R:1
O 1.19188 -4.98990 -3.60244 -0.070
O -0.01175 -5.26006 -5.42056 -0.019
O 0.45723 0.26476 -0.80991 -0.520
O 6.05912 0.46602 4.29334 0.026
O -0.78107 -3.78475 -3.92540 0.051
N 5.25958 -0.35478 5.15909 0.055
N -4.87255 4.40690 -3.75025 -0.226
N 5.12355 1.84001 -6.31152 -0.251
N -4.81999 -4.32969 4.53252 -0.243
C 4.87659 1.44194 6.72659 -0.052
C 3.15611 1.04300 4.93186 -0.012
C -6.73145 -2.76814 4.77402 -0.152
C 0.17200 -4.67023 -4.33161 -0.808
C 4.66467 3.33572 -4.25977 -0.210
C 5.10554 -1.85289 4.81455 -0.484
C 4.41983 -2.56325 5.98925 -0.128
C -6.19067 6.18912 -2.65853 -0.152
C 5.85624 -0.44921 -6.80456 -0.151
C 3.48057 -0.56314 6.98907 -0.146
C -4.93947 5.95928 -1.81182 -0.137
C -5.45086 -7.79665 6.23354 -0.081
C 5.74061 0.56118 -5.62169 -0.039
C -4.64838 -3.41486 5.77184 -0.079
C 6.51728 -2.38359 4.66978 -0.026
C 3.60044 1.61234 -6.61583 0.055
C 6.32143 0.37110 -7.96957 -0.151
C 4.36959 -1.90179 3.52312 -0.020
C -4.66362 3.61325 -6.11081 -0.276
C -3.89442 3.01982 -7.20737 -0.107
C 5.16056 4.53378 -3.43030 -0.077
C 3.09263 -1.88256 6.37444 -0.180
C -5.83303 -3.44141 3.76819 -0.104
C -4.04277 5.00464 -2.57697 -0.103
C 4.15668 0.37120 5.95195 -0.424
C -5.57728 3.14982 -3.24306 0.027
C -3.83420 3.99368 -4.89623 -0.061
C 5.89168 1.83918 -7.69551 -0.069
C -6.04262 -2.92689 6.07682 -0.179
C -4.66115 -6.63876 5.67387 -0.246
C -5.53807 -5.67053 4.84263 -0.099
C -3.47729 -4.52432 3.72557 0.085
C 5.36891 3.18400 -5.64553 -0.132
C -5.77594 5.65517 -3.99361 -0.094
H -0.33536 -3.32666 -3.20910 0.087
H -6.92084 -1.73963 4.46680 0.132
H 6.58534 -1.21887 -6.55128 0.126
H -4.01510 -7.04279 4.89445 0.107
H 7.40355 0.35018 -8.09871 0.121
H 4.29523 2.27084 7.13040 0.099
H 4.63945 4.54929 -2.47304 0.079
H 4.92869 -0.99776 -6.96842 0.122
H -7.67174 -3.31872 4.80266 0.126
H 3.24592 1.26596 -5.64504 0.104
H -6.03311 3.35705 -2.27487 0.107
H 2.39914 0.43907 4.43149 0.073
H 6.70946 0.84594 -5.21141 0.140
H -6.42738 -5.35701 5.38939 0.126
H -6.17792 -8.07489 5.47060 0.085
H -3.10627 -3.50654 3.60491 0.104
H 2.43285 -1.66819 5.53371 0.106
H 3.63891 3.47650 -4.60050 0.101
H -3.79725 -4.99244 2.79466 0.115
H 5.58087 1.99012 6.10083 0.081
H 2.55419 -0.15612 7.39432 0.131
H 3.20316 2.60148 -6.84360 0.101
H -3.28222 2.18180 -6.87413 0.091
H -6.61623 -3.57153 6.74277 0.122
H 4.30906 -3.63867 5.85021 0.127
H 6.43580 -3.46946 4.71820 0.099
H -4.17349 -3.92491 6.60996 0.132
H -6.52712 7.22587 -2.65166 0.129
H -5.11169 -2.80164 3.25980 0.124
H -3.19442 3.72970 -7.64800 0.084
H -6.02877 -2.03407 6.70194 0.132
H -4.45074 2.74879 -8.10468 0.093
H -6.54713 5.27019 -4.66080 0.132
H -7.18102 5.79548 -2.42973 0.122
H 3.40395 -1.40487 3.42980 0.081
H 3.40740 0.92377 -7.43845 0.111
H -4.02797 -6.09538 6.37524 0.106
H 3.54516 1.72414 4.17503 0.091
H 4.70415 2.36079 -3.77393 0.108
H -4.01826 -2.59234 5.43342 0.137
H 2.51133 1.77134 5.42368 0.083
H 2.60238 -2.47496 7.14698 0.119
H -6.43813 2.88735 -3.85798 0.102
H -5.77115 -6.21535 3.92777 0.141
H -6.21772 -4.00011 2.91498 0.141
H 6.72392 2.51811 -7.50964 0.116
H 6.45798 3.22888 -5.64138 0.128
H 4.94602 5.49483 -3.89768 0.080
H 5.01638 -2.60093 6.90073 0.126
H 5.54560 1.05029 7.49284 0.094
H -5.44684 2.91223 -5.82227 0.109
H -6.09575 -7.44777 7.04008 0.082
H -5.15637 6.36602 -4.54037 0.142
H 4.10847 -2.93427 3.29093 0.110
H 4.13226 -0.79711 7.83089 0.122
H 4.89117 3.90162 -6.31252 0.132
H -5.24209 4.44957 -6.50329 0.118
H -2.94132 -5.18022 4.41158 0.096
H -3.68661 4.14107 -2.01529 0.137
H 6.93520 -2.13809 3.69347 0.086
H 1.32673 -0.16746 -0.70188 -0.154
H -4.79976 -8.59297 6.59414 0.092
H -3.31716 4.93388 -5.08804 0.129
H 6.21752 4.40856 -3.19521 0.079
H 7.26067 -1.94505 5.33547 0.099
H 4.94448 -1.47629 2.70059 0.100
H -5.16194 5.59422 -0.80915 0.122
H 5.30851 2.31560 -8.48357 0.130
H -3.21511 3.16725 -4.54718 0.143
H -3.20308 5.49927 -3.06517 0.126
H 4.95333 0.31381 -4.90957 0.123
H -4.85494 2.33412 -3.21215 0.117
H 5.95295 -0.02417 -8.91618 0.122
H -4.32127 6.84376 -1.65810 0.125
```

- Net charge: +2
- Energy above the lowest of the compared OMol25 structures with the same formula, charge and spin: 124.9 kcal per mole
- Multiplicity: 1
- Orbital gap: 1.4035 eV
- Highest occupied orbital energy: -8.1 eV
- E_LUMO: -6.694 eV


Here is a molecular structure, C4N2O4PtS3 in a non-equilibrium geometry from OMol25. Energies are from wB97M-V/def2-TZVPD.

```
14
Properties=species:S:1:pos:R:3:lowdin_charge:R:1
Pt 0.40071 -0.12714 -1.22498 0.920
S 0.27832 -1.55784 -3.18064 0.324
S 0.85081 -0.86059 0.76518 0.832
S -0.41802 1.70292 -0.27689 0.779
O 1.13488 -0.32278 -3.31946 -0.401
O -1.01964 -0.91373 -2.68195 -0.387
O 0.81971 -2.12665 -1.86340 -0.456
O 0.18202 -2.43724 -4.27786 -0.207
N -1.46909 3.14795 2.92874 0.218
N 0.25388 -0.36021 4.37799 0.214
C -0.41009 1.38058 1.38084 -0.685
C -0.99402 2.35840 2.24330 -0.239
C 0.21825 -0.10026 3.25971 -0.238
C 0.17227 0.21661 1.86943 -0.673
```

- Net charge: 0
- Multiplicity: 1
- Orbital gap (spin up / spin down): 6.4763 / 6.3921 eV
- Highest occupied orbital energy (spin up / spin down): -10.5 / -10.9 eV
- E_LUMO (spin up / spin down): -4.064 / -4.467 eV


Here is 3 unconnected molecules or ions with the total composition C4H16NO3 in a non-equilibrium geometry from OMol25. Energies are from wB97M-V/def2-TZVPD.

```
24
Properties=species:S:1:pos:R:3:lowdin_charge:R:1
O 0.43768 0.79027 1.94453 -0.049
O 3.68600 -0.97051 0.53201 -0.052
O 2.00069 1.04738 -0.90384 0.007
N -0.55515 0.80312 -0.60397 0.018
C -0.93449 -0.39632 0.27770 -0.323
C -0.68072 -0.05577 1.72469 -0.223
C -0.97152 0.56608 -2.03824 -0.004
C -2.32162 -0.95102 -0.04569 -0.040
H 0.52989 0.95343 -0.56070 0.094
H 4.05718 -1.37523 1.31798 0.048
H 2.16492 1.97262 -1.00935 0.079
H -0.41896 1.26212 -2.67589 0.104
H -0.65002 -0.42684 -2.33611 0.105
H -1.55575 0.46933 2.15877 0.142
H -1.17374 1.54652 -0.28587 0.171
H 0.71438 0.60315 2.85984 0.115
H -2.47933 -1.49964 -0.95824 0.086
H -2.52615 -1.58194 0.82639 0.099
H -0.27217 -1.23307 -0.00328 0.160
H -0.55095 -1.02400 2.20182 0.135
H -3.06382 -0.14164 0.08636 0.103
H -2.03959 0.70274 -2.12563 0.096
H 2.67578 0.65469 -0.32296 0.058
H 3.92746 -1.71548 -0.06032 0.073
```

- Net charge: +1
- Energy above the lowest of the compared OMol25 structures with the same formula, charge and spin: 17.6 kcal per mole
- Multiplicity: 1
- Orbital gap: 11.7485 eV
- Highest occupied orbital energy: -14.4 eV
- E_LUMO: -2.604 eV


Here is 8 unconnected molecules or ions with the total composition C20H60N4O8 in a non-equilibrium geometry from OMol25. Energies are from wB97M-V/def2-TZVPD.

```
92
Properties=species:S:1:pos:R:3:lowdin_charge:R:1
O -5.43990 0.08449 2.88401 -0.190
O 0.44927 -0.72159 -0.64109 -0.172
O 2.63012 1.54079 -4.12182 -0.105
O 2.21859 -3.14987 -4.81635 -0.106
O 1.94497 -3.55934 1.33044 -0.159
O -2.17892 1.43761 -4.58004 -0.181
O 6.21521 -3.58264 -0.55768 -0.170
O -0.26451 2.62121 3.16183 -0.227
N -2.34092 5.20162 1.44930 0.028
N 3.42118 -1.38607 0.30226 0.034
N -1.76750 -1.42524 -2.29862 0.032
N -2.68621 1.47628 4.89705 0.054
C -3.38550 0.87935 3.73915 -0.437
C -1.07261 3.23416 2.15980 -0.198
C 1.35653 -3.36658 -3.72825 -0.176
C 7.52780 -3.78228 -0.08231 -0.112
C -2.05704 0.70458 -3.35846 -0.186
C -4.73988 0.33852 4.09177 -0.216
C 4.23143 -2.22815 -0.57914 -0.401
C -1.52426 4.64856 2.54861 -0.433
C 1.14194 -2.93707 2.32930 -0.166
C -2.29001 4.80399 3.84410 -0.053
C -6.57940 -0.72052 3.05270 -0.118
C 1.07069 3.06351 3.24702 -0.097
C 1.86981 1.15900 -2.98998 -0.181
C -0.94026 1.69964 -5.19928 -0.108
C 0.25574 0.44798 0.14661 -0.156
C 5.62893 -2.44252 0.00778 -0.221
C -2.45176 -0.13677 3.06863 -0.057
C -2.82562 -1.45759 -4.50812 -0.044
C 4.28527 -1.59353 -1.96093 -0.057
C -1.79343 -0.75703 -3.62843 -0.424
H 3.71410 -0.42460 0.42850 0.092
H -1.77924 4.29981 4.66539 0.071
H -1.16542 2.04969 -6.20799 0.093
H 3.73131 -3.19364 -0.67829 0.138
H 1.41687 0.18610 -3.18216 0.066
H -2.91424 -1.01577 -5.50069 0.082
H 4.98925 -2.06815 -2.65272 0.085
H 2.46591 -2.81713 0.94687 0.004
H 1.10715 1.88163 -2.68638 0.066
H -4.64943 -0.52274 4.76973 0.131
H 2.86839 -3.84929 -4.89209 0.079
H 0.97428 0.50234 0.96124 0.081
H 2.51007 1.07895 -2.10635 0.070
H -7.27651 -0.27047 3.76425 0.087
H 1.08653 4.11549 3.54687 0.085
H -3.80637 -1.50302 -4.03396 0.084
H -1.68330 -2.43845 -2.36668 0.091
H 8.15701 -2.92666 -0.34002 0.088
H -0.36164 0.78255 -5.35785 0.087
H 1.77827 -2.33311 2.97830 0.076
H 2.48121 -1.28887 -0.08011 0.049
H -6.30172 -1.71274 3.42949 0.086
H -2.73934 0.72524 5.58787 0.072
H 0.13262 1.32516 -0.49668 0.062
H 0.59029 -3.69524 2.88436 0.072
H 1.61369 2.42377 3.93659 0.091
H -3.05248 0.80837 -2.91630 0.135
H -2.17812 -0.90404 3.79654 0.085
H -0.32926 2.43611 -4.66977 0.080
H -3.07865 4.57744 1.13246 0.070
H -3.26304 4.31664 3.75627 0.076
H 7.88192 -4.72115 -0.50523 0.087
H -1.94421 2.59207 2.02785 0.104
H 6.18675 -1.52137 -0.21297 0.127
H -0.35444 -0.76881 -1.20709 0.023
H -2.41912 -2.46436 -4.62556 0.078
H 1.89970 -3.71375 -2.84351 0.078
H -1.51100 0.31503 2.74184 0.043
H -0.81230 -0.96071 -4.06224 0.116
H -1.76424 5.31724 0.62013 0.065
H -2.42767 5.85918 4.06522 0.077
H -3.56946 1.69311 3.02814 0.118
H 7.55789 -3.94313 1.00268 0.087
H -5.37859 1.07370 4.59818 0.132
H 3.31110 -1.58397 -2.45124 0.057
H -0.61720 5.25892 2.52484 0.130
H -2.81930 -0.53759 2.11808 0.079
H 2.35067 2.40162 -4.43808 0.069
H 0.59435 -4.11558 -3.96790 0.078
H 0.82035 -2.48959 -3.36308 0.051
H -0.71720 0.38106 0.65519 0.062
H -2.71131 -1.38129 -1.90844 0.092
H -1.34377 1.18495 -2.68266 0.113
H 5.53981 -2.49437 1.09788 0.127
H 1.58240 3.01348 2.27689 0.085
H -7.05549 -0.92719 2.09735 0.085
H -0.53913 3.21751 1.20436 0.114
H -1.69733 1.57373 4.69205 0.051
H 4.64168 -0.55809 -1.94103 0.080
H 0.36717 -2.34052 1.83184 0.062
```

- Net charge: 0
- SMILES: COC[C@H](C)N.COC[C@H](C)N.COC[C@H](C)N.COC[C@H](C)N.CO.CO.CO.CO
- Energy above the lowest of the compared OMol25 structures with the same formula, charge and spin: 51.7 kcal per mole
- Multiplicity: 1
- Orbital gap: 9.6034 eV
- Highest occupied orbital energy: -9.3 eV
- E_LUMO: 0.346 eV


Q: Number 3 is which compound?
A: C4N2O4PtS3


Q: Look up the net charge of the first one.
A: 0